No. 1
Below is a molecular structure, C3H7N2S at a distorted geometry, with properties calculated with ωB97M-V/def2-TZVPD.

Calculated values
- Gap between HOMO and LUMO: 10.7 eV
- Largest force on an atom: 0.0313 Eh/bohr
- E_HOMO: -14.38 eV
- Net charge: +1
- DFT total energy: -17031.759 eV

```
13
Properties=species:S:1:pos:R:3:forces:R:3:nbo_charge:R:1
C -1.473803 -0.697168 -0.130255 -0.491 -0.366 0.100 0.312
C 1.006960 0.546481 0.876862 0.000 0.722 0.106 -0.492
C 0.280091 0.854608 -0.371904 0.093 0.208 0.456 -0.029
N -1.058467 0.537988 -0.528016 -0.178 0.287 -0.072 -0.583
N -0.585425 -1.462460 0.348399 -0.547 -0.303 0.218 -0.744
S 1.457171 -0.660844 -0.399666 1.477 -0.006 -0.645 0.553
H -2.530112 -0.911427 -0.276836 0.030 -0.075 -0.023 0.211
H 0.459558 0.100338 1.693630 0.074 -0.089 -0.106 0.286
H 1.797725 1.219437 1.187062 0.034 -0.032 -0.237 0.272
H 0.619170 1.683243 -0.983032 0.100 -0.141 0.059 0.272
H -1.626664 1.092802 -1.151131 0.086 -0.103 -0.009 0.441
H -0.850476 -2.398447 0.622459 -0.340 -0.033 -0.081 0.409
H 2.504275 0.095449 -0.887572 -0.337 -0.068 0.234 0.092
```
Positions in Å, forces in eV/Å.

---

No. 2
Below is a gas-phase ion, C3H7N2S (charge +1) at a distorted geometry, with properties calculated with ωB97M-V/def2-TZVPD.

Calculated values
- Gap between HOMO and LUMO (spin up / spin down): 6.2 / 9.1 eV
- Largest force on an atom: 0.1235 Eh/bohr
- E_HOMO (spin up / spin down): -10.47 / -14.87 eV
- <S²>: 2.015
- Net charge: +1
- Spin multiplicity: 3
- DFT total energy: -17028.561 eV

```
13
Properties=species:S:1:pos:R:3:forces:R:3:lowdin_spin:R:1
C 1.380538 0.358012 0.506241 0.174 2.792 3.116 0.496
C -1.177916 0.006371 0.078761 4.542 0.699 0.629 0.504
C 0.768973 -1.667838 -0.276888 -1.195 -4.334 -0.329 0.286
N 1.556374 -0.654536 -0.292303 2.336 0.574 -1.457 0.104
N -2.342093 0.376643 -0.326979 -6.249 0.632 -0.923 0.306
S -0.841860 -1.635575 0.235832 0.850 -1.200 0.135 0.179
H 1.912963 1.242683 0.285179 0.546 0.789 -0.048 0.023
H 0.824119 0.310139 1.463403 0.745 -0.438 -0.848 0.019
H -0.262147 0.718968 0.100308 -2.530 -0.820 -0.307 0.039
H 1.237587 -2.652269 -0.496535 -0.702 0.639 -0.070 0.011
H 2.416046 -0.635930 -0.872235 -0.783 -0.358 0.342 0.008
H -2.649205 1.325120 -0.154142 0.308 0.121 -0.185 0.013
H -3.209276 -0.247309 -0.270710 1.958 0.905 -0.055 0.012
```
Positions in Å, forces in eV/Å.

---

No. 3
Below is a gas-phase ion, C3H7N2Si (charge +1) at a distorted geometry, with properties calculated with ωB97M-V/def2-TZVPD.

Calculated values
- Gap between HOMO and LUMO: 10.9 eV
- Largest force on an atom: 0.0821 Eh/bohr
- E_HOMO: -14.33 eV
- Net charge: +1
- SMILES string: [SiH3][n+]1cc[nH]c1
- DFT total energy: -14074.931 eV

```
13
Properties=species:S:1:pos:R:3:forces:R:3:nbo_charge:R:1
Si -1.935812 -0.027134 -0.035976 -0.059 1.658 1.045 1.018
N -0.059107 0.014704 0.018835 -3.020 0.003 1.427 -0.589
C 0.678833 1.087085 -0.214014 2.265 2.217 -2.788 -0.049
C 1.996370 0.648046 -0.237343 0.806 1.465 -1.054 -0.041
N 1.956493 -0.624810 0.159341 0.774 -0.955 0.427 -0.452
C 0.720949 -0.967782 0.396922 -1.807 -3.449 1.040 0.228
H -1.973566 -1.380634 -0.473414 -0.504 -1.077 0.355 -0.143
H -2.690331 0.795400 -1.034925 0.898 -0.096 0.032 -0.108
H -2.259240 0.658406 1.305630 0.097 -1.126 -0.816 -0.102
H 0.218708 1.982620 -0.669228 0.653 -0.495 0.656 0.258
H 2.988649 0.906820 -0.645248 -1.069 0.998 0.431 0.264
H 2.729176 -1.255971 0.059958 0.301 -0.254 0.557 0.456
H 0.359735 -1.885427 0.956191 0.665 1.110 -1.312 0.259
```
Positions in Å, forces in eV/Å.

---

No. 4
Below is 2 unconnected molecules or ions with the total composition C3H7N2Si at a distorted geometry, with properties calculated with ωB97M-V/def2-TZVPD.

Calculated values
- Gap between HOMO and LUMO: 5.0 eV
- Largest force on an atom: 0.0869 Eh/bohr
- E_HOMO: -12.24 eV
- Net charge: +1
- DFT total energy: -14072.127 eV

```
13
Properties=species:S:1:pos:R:3:forces:R:3:nbo_charge:R:1
C 1.873893 -0.936280 -1.636167 -1.279 0.924 -0.085 -0.082
C 1.430344 -0.736508 -0.380767 -1.807 0.809 -0.797 -0.102
C -0.053113 0.021396 -1.683700 -3.959 2.072 0.141 0.196
N 0.891639 -0.421513 -2.481669 0.405 -0.196 0.121 -0.511
N 0.178310 -0.122763 -0.423047 0.697 -0.413 0.988 -0.549
Si -1.599538 0.701048 2.554370 -0.139 -0.162 -0.916 1.355
H 2.759171 -1.282181 -1.997692 2.162 -1.016 -0.899 0.227
H 1.772662 -0.897251 0.580722 1.386 -0.748 1.278 0.208
H -1.021087 0.525488 -1.987281 1.528 -0.802 -0.230 0.201
H 0.807483 -0.219422 -3.462845 0.783 -0.535 -0.208 0.440
H -1.598312 2.107001 2.215818 0.093 0.369 0.221 -0.134
H -1.781297 0.184102 3.880239 0.109 0.031 0.668 -0.144
H -1.553812 -0.220755 1.447884 0.021 -0.332 -0.282 -0.103
```
Positions in Å, forces in eV/Å.

---

No. 5
Below is 2 unconnected molecules or ions with the total composition C3H7N3, with properties calculated with ωB97M-V/def2-TZVPD.

Calculated values
- Gap between HOMO and LUMO: 9.6 eV
- Largest force on an atom: 0.0107 Eh/bohr
- E_HOMO: -9.13 eV
- DFT total energy: -7688.834 eV

```
13
Properties=species:S:1:pos:R:3:forces:R:3:nbo_charge:R:1
C -2.061596 0.930666 0.087507 0.030 0.008 0.002 -0.456
N 0.203957 -1.756549 -0.226212 -0.079 0.180 0.022 -0.582
N -0.444545 -0.645498 -0.091795 -0.210 0.100 0.009 0.006
N -1.676610 -0.466559 -0.088543 0.532 -0.136 -0.009 -0.191
H -0.320036 -2.611651 -0.345725 0.032 0.123 0.016 0.401
H 1.289317 -1.373268 -0.158037 -0.216 -0.055 -0.011 0.414
H -1.207121 1.607265 0.189688 -0.020 -0.079 -0.011 0.199
H -2.663206 1.233298 -0.771586 0.050 -0.035 0.047 0.218
H -2.691619 1.005302 0.975798 0.052 -0.022 -0.053 0.218
C 2.126447 -0.032991 0.030716 0.281 0.216 0.033 -0.520
C 3.095505 0.697603 0.142203 -0.314 -0.219 -0.034 -0.328
H 3.950275 1.325657 0.238396 0.011 0.009 0.001 0.218
H 0.399233 0.086724 0.017591 -0.150 -0.089 -0.014 0.404
```
Positions in Å, forces in eV/Å.

---

No. 6
Below is a single C3H7N3 molecule at a distorted geometry, with properties calculated with ωB97M-V/def2-TZVPD.

Calculated values
- Gap between HOMO and LUMO: 9.7 eV
- Largest force on an atom: 0.1097 Eh/bohr
- E_HOMO: -8.85 eV
- SMILES string: [H]/N=C(\C)NN=C
- DFT total energy: -7692.252 eV

```
13
Properties=species:S:1:pos:R:3:forces:R:3:nbo_charge:R:1
H 0.904890 1.986106 -0.186859 -0.722 -0.050 -0.091 0.349
N 0.049714 1.403346 -0.188009 1.748 -0.079 0.061 -0.700
C 0.472386 0.209422 -0.065455 0.436 -1.853 0.178 0.441
C 1.940037 -0.287408 0.060548 -3.753 -3.893 1.613 -0.687
N -0.477237 -0.908158 0.030913 2.453 2.414 -0.591 -0.463
N -1.740237 -0.622658 -0.280649 -1.386 -4.045 -0.407 -0.262
C -2.365692 0.338240 0.176791 1.123 1.684 0.186 -0.132
H 2.676593 0.272636 -0.385985 1.637 1.654 -0.378 0.228
H 2.041728 -0.698152 1.135546 0.441 1.319 -1.505 0.245
H 1.900711 -1.269062 -0.489238 0.371 0.810 0.187 0.215
H -0.247965 -1.817341 -0.365293 0.535 0.679 0.054 0.386
H -1.768570 1.158411 0.520671 -0.892 0.669 0.974 0.202
H -3.386358 0.234621 0.037024 -1.991 0.690 -0.280 0.178
```
Positions in Å, forces in eV/Å.

---

No. 7
Below is a single C3H7N3 molecule at a distorted geometry, with properties calculated with ωB97M-V/def2-TZVPD.

Calculated values
- Gap between HOMO and LUMO: 8.9 eV
- Largest force on an atom: 0.0835 Eh/bohr
- E_HOMO: -7.83 eV
- SMILES string: N/C=C\C=N\N
- DFT total energy: -7692.232 eV

```
13
Properties=species:S:1:pos:R:3:forces:R:3:nbo_charge:R:1
N 1.427457 -1.277416 0.063190 3.212 0.753 -0.771 -0.798
C 1.760801 0.063893 -0.042197 3.149 -2.642 -1.248 0.084
C 0.916385 1.058235 0.004019 -1.705 1.733 0.601 -0.417
C -0.507373 0.813199 -0.025322 -0.795 1.633 0.969 0.053
N -1.018836 -0.357394 -0.033834 -0.478 0.519 0.189 -0.326
N -2.397388 -0.492165 -0.148833 -2.894 0.873 2.454 -0.647
H 2.081198 -1.940595 -0.380270 -0.819 0.630 0.547 0.383
H 0.467161 -1.467785 0.066251 -1.571 -0.506 -0.147 0.421
H 2.832176 0.292094 -0.354604 -1.238 -0.528 1.107 0.193
H 1.300015 2.052099 0.224363 -0.281 -0.069 -0.643 0.223
H -1.158035 1.757174 0.088134 0.523 -1.400 -0.502 0.153
H -2.952348 0.518809 -0.293191 1.863 -3.087 0.949 0.320
H -2.751216 -1.020152 0.832300 1.034 2.091 -3.503 0.361
```
Positions in Å, forces in eV/Å.

---

No. 8
Below is a single C3H7N3 molecule at a distorted geometry, with properties calculated with ωB97M-V/def2-TZVPD.

Calculated values
- Gap between HOMO and LUMO: 9.5 eV
- Largest force on an atom: 0.0832 Eh/bohr
- E_HOMO: -8.21 eV
- SMILES string: N/N=C/N1CC1
- DFT total energy: -7691.614 eV

```
13
Properties=species:S:1:pos:R:3:forces:R:3:nbo_charge:R:1
N 2.596080 0.066260 0.140412 -0.507 -1.199 0.924 -0.655
N 1.251802 0.354815 0.137054 0.598 2.089 -0.166 -0.294
C 0.436483 -0.481150 -0.305712 3.598 -2.272 -0.440 0.195
N -0.830988 -0.265181 -0.640748 -2.597 -1.090 -0.032 -0.422
C -1.515118 0.841204 -0.127558 -0.949 2.475 -0.601 -0.256
C -1.795876 -0.437923 0.528607 1.777 -0.734 0.572 -0.267
H 2.903726 -0.694069 -0.446692 -0.166 -0.134 -0.239 0.336
H 3.165072 0.865962 0.045267 0.267 0.888 -0.080 0.366
H 0.851218 -1.481443 -0.558899 -0.537 0.170 -0.070 0.129
H -0.967715 1.582803 0.447774 -0.026 0.068 -0.291 0.219
H -2.237267 1.221419 -0.919572 0.704 -0.218 1.526 0.208
H -2.741475 -0.874720 0.232658 0.217 -0.598 0.664 0.217
H -1.115947 -0.697975 1.467404 -2.381 0.556 -1.765 0.223
```
Positions in Å, forces in eV/Å.

---

No. 9
Below is 2 unconnected molecules or ions with the total composition C3H7N3 at a distorted geometry, with properties calculated with ωB97M-V/def2-TZVPD.

Calculated values
- Gap between HOMO and LUMO: 10.4 eV
- Largest force on an atom: 0.0762 Eh/bohr
- E_HOMO: -9.20 eV
- DFT total energy: -7691.111 eV

```
13
Properties=species:S:1:pos:R:3:forces:R:3:nbo_charge:R:1
C 0.677568 -0.918297 0.395462 1.140 -0.925 -3.592 -0.413
C -0.487447 -0.296670 0.282001 0.596 -1.086 -0.404 -0.161
C -1.215520 0.163609 -0.932591 3.487 1.498 -0.426 -0.660
N 0.864977 1.766468 0.759246 -0.815 0.976 2.024 -0.048
N 1.359959 1.957418 -0.214710 0.459 0.419 0.271 0.241
N 1.857696 1.796818 -1.299489 1.794 0.747 -3.401 -0.582
H 1.039669 -1.381599 1.299646 -0.060 0.161 0.126 0.205
H 1.287466 -1.131687 -0.598372 -0.936 0.631 2.236 0.186
H -1.016085 -0.368230 1.155121 -1.653 0.507 2.292 0.187
H -1.759420 -0.658264 -1.228825 -1.136 -1.860 -1.388 0.226
H -0.398081 0.496569 -1.656856 -1.391 -0.728 0.325 0.221
H -1.907913 0.966030 -0.847652 -0.398 0.821 0.661 0.218
H 2.362112 2.619062 -1.748124 -1.088 -1.160 1.277 0.381
```
Positions in Å, forces in eV/Å.

---

No. 10
Below is a single C3H7N3O molecule, with properties calculated with ωB97M-V/def2-TZVPD.

Calculated values
- Gap between HOMO and LUMO: 10.5 eV
- Largest force on an atom: 0.0107 Eh/bohr
- E_HOMO: -9.69 eV
- SMILES string: [H]/N=C/NC(=O)NC
- DFT total energy: -9742.849 eV

```
14
Properties=species:S:1:pos:R:3:forces:R:3:nbo_charge:R:1
H -3.766782 0.511397 -0.998273 0.101 0.061 0.045 0.346
N -2.823525 0.822182 -0.774734 -0.019 -0.546 0.037 -0.689
C -2.081605 -0.181355 -0.527827 -0.068 0.060 -0.087 0.282
N -0.752476 0.048306 -0.213741 0.027 -0.023 -0.042 -0.656
C 0.164029 -0.973027 -0.010459 0.040 0.009 0.037 0.790
O -0.155619 -2.147794 -0.029732 -0.037 0.121 -0.042 -0.648
N 1.449879 -0.581908 0.243013 0.001 -0.110 0.014 -0.626
C 2.039016 0.734715 0.159463 0.075 0.293 -0.074 -0.412
H -2.350171 -1.249858 -0.539807 0.078 0.481 0.018 0.195
H -0.478267 1.018369 -0.239134 0.018 -0.110 0.008 0.407
H 2.078382 -1.368128 0.282156 -0.066 0.012 0.047 0.407
H 1.307584 1.514589 0.383166 0.087 -0.126 0.030 0.197
H 2.468456 0.948325 -0.829648 -0.097 -0.053 0.168 0.194
H 2.829860 0.833962 0.910857 -0.140 -0.069 -0.158 0.213
```
Positions in Å, forces in eV/Å.